[1]
Below is a molecular structure, C25H26Cl3NO4Re, with properties calculated with ωB97M-V/def2-TZVPD.

Multiplicity ... 2
Kohn-Sham gap (spin up / spin down) ... 0.2424 / 0.2568 Eh
<S²> ... 0.891
Highest occupied orbital energy (spin up / spin down) ... -0.3023 / -0.2878 Ha
Charge ... 0
E_LUMO (spin up / spin down) ... -1.630 / -0.844 eV

Last column: natural (NBO) charge in e.
Atoms and positions in Å:
Re (1.173, -0.430, 2.657)  1.2761
C (-0.555, -3.028, 3.988)  -0.1999
C (-1.607, -3.233, 3.109)  -0.2196
C (-2.533, -2.223, 2.880)  -0.2363
C (-2.420, -1.012, 3.548)  -0.1666
C (-1.374, -0.805, 4.439)  -0.2549
C (-0.421, -1.806, 4.645)  -0.2465
H (0.166, -3.816, 4.163)  0.2230
H (-1.704, -4.181, 2.595)  0.2148
H (-3.350, -2.385, 2.187)  0.2169
H (-3.159, -0.236, 3.388)  0.2087
H (-1.290, 0.121, 4.994)  0.2325
H (0.361, -1.659, 5.378)  0.2429
O (1.701, 1.385, 3.573)  -0.2127
O (1.333, 0.873, 4.828)  -0.3789
Cl (3.073, -1.208, 3.541)  -0.3342
C (0.952, 3.981, 2.371)  -0.6003
C (0.698, 2.618, 1.716)  -0.1051
C (1.854, 2.287, 0.763)  -0.6119
C (-0.627, 2.652, 0.957)  -0.6083
C (0.560, 1.589, 2.832)  -0.0464
H (0.961, 4.761, 1.607)  0.2129
H (1.912, 3.994, 2.888)  0.2187
H (0.168, 4.222, 3.092)  0.2097
H (2.005, 3.107, 0.058)  0.2160
H (1.632, 1.386, 0.187)  0.2058
H (2.784, 2.130, 1.310)  0.2217
H (-0.556, 3.339, 0.114)  0.2177
H (-1.438, 2.990, 1.607)  0.2080
H (-0.880, 1.663, 0.577)  0.2274
H (-0.313, 1.748, 3.463)  0.2017
Cl (2.789, -0.809, -3.708)  0.0243
C (1.830, 0.600, -3.993)  -0.0389
C (2.257, 1.526, -4.928)  -0.2347
C (1.490, 2.656, -5.161)  -0.1838
C (0.306, 2.854, -4.473)  -0.2380
C (-0.106, 1.917, -3.540)  -0.0537
Cl (-1.612, 2.141, -2.718)  0.0207
C (0.646, 0.774, -3.265)  0.1595
N (0.276, -0.180, -2.302)  -0.6889
C (-0.528, -1.276, -2.640)  0.2603
C (-1.307, -1.270, -3.795)  -0.2664
C (-2.092, -2.362, -4.125)  -0.1898
C (-2.106, -3.480, -3.309)  -0.2384
C (-1.308, -3.503, -2.176)  -0.1746
C (-0.510, -2.421, -1.826)  -0.0926
C (0.502, -2.589, -0.722)  -0.5320
C (0.450, -1.769, 0.531)  0.8237
O (1.085, -2.207, 1.544)  -0.6779
O (-0.061, -0.618, 0.645)  -0.7027
H (3.187, 1.365, -5.456)  0.2341
H (1.815, 3.388, -5.889)  0.2246
H (-0.312, 3.720, -4.667)  0.2327
H (0.154, 0.153, -1.355)  0.4212
H (-1.291, -0.397, -4.436)  0.2156
H (-2.700, -2.331, -5.020)  0.2152
H (-2.713, -4.338, -3.567)  0.2157
H (-1.274, -4.398, -1.565)  0.2077
H (1.489, -2.346, -1.140)  0.2729
H (0.539, -3.629, -0.401)  0.2511


[2]
Below is a molecular structure, C28H36P2SiTi, with properties calculated with ωB97M-V/def2-TZVPD.

Multiplicity ... 3
Kohn-Sham gap (spin up / spin down) ... 0.2217 / 0.2910 Eh
<S²> ... 2.007
Highest occupied orbital energy (spin up / spin down) ... -0.1988 / -0.2688 Ha
Charge ... 0
E_LUMO (spin up / spin down) ... 0.623 / 0.604 eV

Last column: natural (NBO) charge in e.
Atoms and positions in Å:
C (0.346, 2.504, 1.831)  -0.3580
C (0.416, 1.996, 0.483)  -0.3668
C (-0.891, 2.171, -0.112)  -0.3414
H (1.282, 1.637, -0.057)  0.2397
C (-1.758, 2.770, 0.855)  -0.3154
C (-1.009, 2.954, 2.071)  -0.3629
H (-1.343, 3.460, 2.966)  0.2279
H (1.178, 2.603, 2.522)  0.2303
H (-1.129, 1.983, -1.153)  0.2379
H (-2.802, 3.027, 0.698)  0.2364
Ti (-0.996, 0.761, 1.611)  0.7083
C (0.747, -1.980, 0.035)  -0.9436
H (0.100, -1.319, -0.561)  0.2572
H (0.578, -3.018, -0.264)  0.2297
H (1.793, -1.667, -0.118)  0.2501
Si (0.062, -0.043, -2.938)  1.1602
C (1.433, -0.501, -4.088)  -0.3941
C (2.308, 0.575, -4.288)  -0.2310
H (2.156, 1.511, -3.747)  0.2170
C (3.346, 0.472, -5.215)  -0.2083
H (4.004, 1.322, -5.373)  0.2136
C (3.527, -0.723, -5.935)  -0.2162
H (4.342, -0.798, -6.659)  0.2160
C (2.651, -1.800, -5.723)  -0.2011
H (2.788, -2.720, -6.294)  0.2120
C (1.605, -1.703, -4.793)  -0.2340
H (0.916, -2.534, -4.639)  0.2151
C (-1.303, 0.621, -3.985)  -0.4101
C (-1.143, 0.781, -5.374)  -0.2223
H (-0.306, 0.301, -5.887)  0.2220
C (-2.041, 1.574, -6.096)  -0.2027
H (-1.857, 1.752, -7.154)  0.2123
C (-3.160, 2.137, -5.462)  -0.2082
H (-3.860, 2.745, -6.035)  0.2162
C (-3.367, 1.894, -4.096)  -0.2117
H (-4.231, 2.336, -3.594)  0.2159
C (-2.476, 1.098, -3.365)  -0.2230
H (-2.687, 0.853, -2.321)  0.2196
H (0.637, 1.047, -2.120)  -0.1712
H (-0.236, -1.269, -2.114)  -0.1757
C (-1.612, -0.469, 4.987)  -0.9373
P (-0.383, 0.478, 4.027)  0.9627
C (0.047, 1.901, 5.077)  -0.9526
C (1.088, -0.645, 4.158)  -0.3131
C (1.853, -0.683, 5.314)  -0.2076
C (2.808, -1.684, 5.482)  -0.2029
C (3.033, -2.626, 4.469)  -0.2223
C (2.295, -2.560, 3.280)  -0.1506
C (1.332, -1.564, 3.107)  -0.3180
P (0.116, -1.563, 1.705)  0.9403
C (-0.830, -3.048, 2.197)  -0.9423
C (-2.873, -0.104, 1.273)  -1.2145
H (-2.484, 0.175, 5.191)  0.2443
H (-1.136, -0.784, 5.931)  0.2243
H (-1.935, -1.355, 4.419)  0.2509
H (0.079, 1.606, 6.135)  0.2271
H (1.023, 2.313, 4.789)  0.2488
H (-0.710, 2.686, 4.951)  0.2488
H (1.718, 0.086, 6.078)  0.2131
H (3.371, -1.724, 6.414)  0.2168
H (3.776, -3.414, 4.619)  0.2183
H (2.477, -3.293, 2.486)  0.2071
H (-0.720, -3.213, 3.275)  0.2381
H (-1.893, -2.967, 1.942)  0.2488
H (-0.403, -3.908, 1.663)  0.2245
H (-3.519, 0.154, 2.128)  0.2184
H (-3.006, -1.155, 0.982)  0.1945
H (-3.133, 0.548, 0.411)  0.1944


[3]
Below is 5 unconnected molecules or ions with the total composition C19H39IO9P, with properties calculated with ωB97M-V/def2-TZVPD.

Multiplicity ... 1
Kohn-Sham gap ... 0.2362 Eh
Highest occupied orbital energy ... -0.1559 Ha
Charge ... -1
E_LUMO ... 2.187 eV

Last column: natural (NBO) charge in e.
Atoms and positions in Å:
C (7.079, -0.680, -1.611)  -0.3643
C (5.988, -0.589, -2.112)  0.0741
C (4.674, -0.371, -2.717)  -0.8180
P (3.391, 0.183, -1.327)  0.9686
O (3.285, -1.462, -0.764)  -1.0314
I (3.705, 2.675, -2.066)  -0.5435
H (8.027, -0.578, -1.143)  0.2173
H (4.773, 0.396, -3.484)  0.2354
H (4.356, -1.315, -3.168)  0.2140
H (4.483, 0.379, -0.410)  -0.1327
H (2.471, 0.637, -0.311)  -0.1435
H (2.331, 0.001, -2.271)  -0.1221
H (2.621, -1.900, -1.307)  0.4540
O (-0.274, -0.977, -2.030)  -0.5617
C (-0.131, -1.726, -2.954)  0.7963
O (0.874, -1.503, -3.829)  -0.5052
C (1.230, -2.413, -4.864)  -0.0689
C (0.365, -2.238, -6.096)  -0.6356
C (-1.100, -2.861, -3.198)  -0.7582
H (1.223, -3.440, -4.495)  0.1729
H (2.265, -2.172, -5.105)  0.2019
H (-0.684, -2.450, -5.885)  0.2047
H (0.697, -2.905, -6.893)  0.2081
H (0.425, -1.209, -6.451)  0.2189
H (-1.989, -2.451, -3.679)  0.2286
H (-1.372, -3.282, -2.234)  0.2821
H (-0.709, -3.677, -3.802)  0.2067
O (-1.562, -4.929, -0.837)  -0.5864
C (-2.393, -4.802, 0.023)  0.8053
O (-3.091, -3.660, 0.059)  -0.5013
C (-4.167, -3.391, 0.963)  -0.0646
C (-3.662, -2.928, 2.311)  -0.6478
C (-2.591, -5.840, 1.102)  -0.7418
H (-4.840, -4.248, 1.039)  0.1672
H (-4.732, -2.591, 0.486)  0.1969
H (-3.075, -3.703, 2.807)  0.1968
H (-4.493, -2.656, 2.956)  0.2472
H (-3.015, -2.059, 2.193)  0.2285
H (-1.820, -5.702, 1.858)  0.2498
H (-2.473, -6.823, 0.652)  0.2405
H (-3.568, -5.808, 1.579)  0.2161
O (-5.851, -0.730, 3.060)  -0.5985
C (-5.363, 0.290, 2.649)  0.8048
O (-4.069, 0.526, 2.904)  -0.5019
C (-3.329, 1.619, 2.340)  -0.0739
C (-3.519, 2.898, 3.127)  -0.6369
C (-6.182, 1.321, 1.907)  -0.7429
H (-3.570, 1.738, 1.283)  0.1782
H (-2.288, 1.307, 2.389)  0.2172
H (-4.559, 3.230, 3.118)  0.1961
H (-2.901, 3.693, 2.711)  0.2319
H (-3.236, 2.743, 4.168)  0.2215
H (-6.726, 1.919, 2.636)  0.2427
H (-6.897, 0.797, 1.277)  0.2420
H (-5.600, 1.979, 1.268)  0.2229
O (1.386, 4.027, 3.405)  -0.5927
C (2.428, 4.332, 2.890)  0.7996
O (3.242, 5.184, 3.559)  -0.5197
C (4.561, 5.496, 3.110)  -0.0682
C (4.562, 6.590, 2.062)  -0.6376
C (2.827, 3.862, 1.515)  -0.7530
H (5.074, 4.597, 2.767)  0.1843
H (5.087, 5.839, 4.001)  0.1848
H (4.027, 6.286, 1.164)  0.2225
H (5.584, 6.846, 1.780)  0.2135
H (4.071, 7.483, 2.451)  0.2076
H (2.325, 4.481, 0.774)  0.2542
H (2.500, 2.833, 1.382)  0.2681
H (3.896, 3.883, 1.323)  0.2283


[4]
Below is a molecular structure, C36H56N3O4PRe, with properties calculated with ωB97M-V/def2-TZVPD.

Multiplicity ... 4
Kohn-Sham gap (spin up / spin down) ... 0.2648 / 0.2874 Eh
<S²> ... 3.860
Highest occupied orbital energy (spin up / spin down) ... -0.2770 / -0.3007 Ha
Charge ... 0
E_LUMO (spin up / spin down) ... -0.332 / -0.361 eV

Last column: natural (NBO) charge in e.
Atoms and positions in Å:
Re (-0.237, 0.879, 0.133)  1.4047
C (0.764, 1.142, 2.448)  -0.3298
C (-0.699, 1.364, 2.255)  -0.3625
C (-1.311, 0.152, 2.926)  0.1658
C (-0.289, -0.640, 3.353)  -0.3160
C (0.992, -0.043, 3.079)  0.0140
C (2.306, -0.656, 3.487)  -0.0900
C (2.382, -0.679, 5.021)  -0.5913
C (3.476, 0.163, 2.939)  -0.6031
C (2.374, -2.099, 2.963)  -0.5941
C (-2.769, -0.281, 3.081)  -0.1271
C (-3.560, 0.006, 1.799)  -0.6041
C (-3.460, 0.367, 4.294)  -0.5972
C (-2.854, -1.800, 3.318)  -0.5982
C (-1.121, 2.814, 2.651)  -0.0143
C (-0.995, 2.946, 4.176)  -0.6173
C (-2.542, 3.201, 2.230)  -0.6161
C (-0.162, 3.833, 2.006)  -0.6047
H (1.518, 1.882, 2.223)  0.2349
H (-0.391, -1.596, 3.844)  0.2159
H (2.441, 0.335, 5.420)  0.2107
H (3.268, -1.230, 5.345)  0.2083
H (1.504, -1.164, 5.450)  0.2087
H (3.499, 1.149, 3.406)  0.2088
H (3.396, 0.298, 1.859)  0.2194
H (4.424, -0.337, 3.150)  0.2102
H (1.621, -2.727, 3.442)  0.2074
H (3.356, -2.531, 3.166)  0.2094
H (2.198, -2.132, 1.888)  0.2100
H (-3.427, 1.031, 1.457)  0.2267
H (-4.623, -0.193, 1.955)  0.2059
H (-3.187, -0.659, 1.022)  0.1991
H (-3.643, 1.431, 4.165)  0.2069
H (-2.858, 0.225, 5.193)  0.2119
H (-4.426, -0.116, 4.457)  0.2084
H (-2.285, -2.351, 2.568)  0.2137
H (-3.898, -2.116, 3.257)  0.2080
H (-2.487, -2.071, 4.309)  0.2058
H (-1.671, 2.265, 4.688)  0.2103
H (-1.232, 3.966, 4.489)  0.2073
H (0.022, 2.712, 4.498)  0.2095
H (-3.300, 2.605, 2.732)  0.2022
H (-2.666, 3.076, 1.156)  0.2195
H (-2.725, 4.248, 2.481)  0.2067
H (0.784, 3.891, 2.544)  0.2071
H (-0.611, 4.827, 2.022)  0.2121
H (0.046, 3.575, 0.963)  0.2052
C (-1.633, 1.881, -0.758)  -0.7708
H (-2.486, 1.428, -1.272)  0.1749
H (-1.639, 2.960, -0.916)  0.1933
N (-7.202, -3.343, -6.794)  -0.2887
C (-6.345, -3.167, -6.049)  0.2704
C (-5.284, -2.934, -5.118)  -0.1858
C (-5.203, -1.709, -4.455)  -0.1270
C (-4.178, -1.474, -3.562)  -0.2537
C (-3.232, -2.464, -3.302)  0.2594
C (-3.308, -3.681, -3.968)  -0.2384
C (-4.325, -3.914, -4.874)  -0.1403
N (-2.196, -2.228, -2.371)  -0.3702
C (-0.945, -2.812, -2.328)  -0.0777
C (-0.296, -2.240, -1.283)  -0.0393
N (-1.125, -1.332, -0.663)  -0.5404
C (-2.249, -1.344, -1.343)  0.2036
H (-5.936, -0.940, -4.654)  0.2344
H (-4.099, -0.505, -3.088)  0.2285
H (-2.576, -4.452, -3.771)  0.2290
H (-4.385, -4.861, -5.392)  0.2353
H (-0.604, -3.526, -3.055)  0.2316
H (0.711, -2.410, -0.949)  0.2405
H (-3.124, -0.770, -1.093)  0.2178
C (5.854, -0.667, -0.347)  -0.6160
C (4.696, -1.111, -1.236)  0.2825
C (3.851, -2.164, -0.518)  -0.6512
C (5.210, -1.660, -2.563)  -0.6387
O (3.937, 0.094, -1.476)  -0.8291
P (2.428, 0.144, -1.993)  2.5966
O (2.011, -1.004, -2.820)  -1.1440
O (1.556, 0.382, -0.733)  -1.1602
O (2.607, 1.521, -2.783)  -0.8316
C (1.649, 2.284, -3.535)  0.2757
C (1.162, 3.435, -2.657)  -0.6191
C (0.471, 1.434, -4.013)  -0.6442
C (2.426, 2.819, -4.733)  -0.6157
H (6.448, -1.527, -0.037)  0.2066
H (5.463, -0.161, 0.536)  0.2160
H (6.491, 0.033, -0.889)  0.2153
H (4.480, -2.973, -0.147)  0.2142
H (3.107, -2.576, -1.200)  0.2297
H (3.341, -1.695, 0.321)  0.2130
H (5.755, -2.589, -2.390)  0.2058
H (5.877, -0.943, -3.042)  0.2116
H (4.367, -1.857, -3.226)  0.2398
H (0.664, 3.033, -1.775)  0.2066
H (0.452, 4.053, -3.208)  0.2077
H (2.003, 4.049, -2.333)  0.2158
H (-0.128, 1.105, -3.163)  0.2110
H (0.831, 0.555, -4.549)  0.2371
H (-0.164, 2.026, -4.673)  0.2108
H (3.312, 3.351, -4.385)  0.2167
H (1.808, 3.496, -5.325)  0.2059
H (2.751, 1.989, -5.362)  0.2164


[5]
Below is 2 unconnected molecules or ions with the total composition C5H8O, with properties calculated with ωB97M-V/def2-TZVPD.

Multiplicity ... 1
Kohn-Sham gap ... 0.3449 Eh
Highest occupied orbital energy ... -0.3318 Ha
Charge ... 0
E_LUMO ... 0.356 eV
SMILES ... C=C=C=CCO.[H][H]

Last column: natural (NBO) charge in e.
Atoms and positions in Å:
C (-1.085, 2.317, -0.898)  -0.4391
C (-0.391, 1.204, -0.910)  0.0179
C (0.194, 0.073, -0.855)  -0.0691
C (0.681, -1.126, -0.631)  -0.2195
C (1.160, -1.545, 0.739)  -0.0887
O (1.033, -0.547, 1.718)  -0.7033
H (-1.167, 2.899, 0.016)  0.2204
H (-1.631, 2.668, -1.769)  0.2200
H (0.729, -1.865, -1.430)  0.2250
H (0.543, -2.385, 1.081)  0.1937
H (2.196, -1.917, 0.662)  0.1735
H (1.260, 0.301, 1.311)  0.4732
H (-2.314, -0.131, 0.556)  -0.0046
H (-1.799, -0.559, 0.875)  0.0005


[6]
Below is CHNOS in the gas phase, with properties calculated with ωB97M-V/def2-TZVPD.

Multiplicity ... 1
Kohn-Sham gap ... 0.3193 Eh
Highest occupied orbital energy ... -0.3925 Ha
Charge ... 0
E_LUMO ... -1.991 eV

Last column: natural (NBO) charge in e.
Atoms and positions in Å:
C (-0.931, 0.574, 0.299)  -0.3639
N (-0.230, -1.434, -0.553)  -0.7118
O (1.642, 0.436, -0.815)  -0.8083
S (0.444, -0.190, -0.252)  1.7270
H (-0.925, 0.614, 1.322)  0.1570